DFT (wB97M-V/def2-TZVPD) results for a cluster of 12 separate species, C48H84N12 in total at a distorted geometry.

Bonds (Å) are listed after each position.
Geometry (Å):
1 N 9.446 4.274 -1.622  C56 1.157
2 N 1.530 -0.756 2.751  C35 1.170
3 N 0.843 6.769 3.690  C25 1.162
4 N -7.171 -6.961 5.147  C34 1.158
5 N 1.799 -4.097 -1.286  C43 1.175
6 N 1.662 -7.965 9.546  C24 1.175
7 N 5.142 4.232 1.365  C49 1.187
8 N -6.252 -3.411 -1.543  C26 1.177
9 N -2.814 -1.216 -9.182  C40 1.162
10 N 0.761 -4.070 -6.890  C38 1.181
11 N 7.405 -1.898 5.165  C51 1.167
12 N -8.790 3.260 -0.696  C20 1.140
13 C -3.607 -0.988 -5.700  C14 1.575, C50 1.555, H83 1.090, H93 1.090
14 C -2.901 0.419 -5.641  C13 1.575, H64 1.090, H96 1.090, H126 1.090
15 C -8.781 -2.491 -4.077  C55 1.523, H95 1.090, H131 1.090, H140 1.090
16 C 7.078 -1.905 2.535  C22 1.566, C51 1.484, H105 1.090, H132 1.090
17 C 2.646 -2.286 -7.460  C38 1.477, C41 1.559, H89 1.090, H109 1.090
18 C 3.122 7.068 -0.497  C33 1.510, H120 1.090, H123 1.090, H144 1.090
19 C -0.455 0.958 0.249  C32 1.517, C53 1.536, H94 1.090, H121 1.090
20 C -7.696 3.287 -1.016  N12 1.140, C60 1.472
21 C 7.696 -4.473 2.479  C22 1.530, H61 1.090, H66 1.090, H128 1.090
22 C 6.820 -3.335 1.951  C16 1.566, C21 1.530, H77 1.090, H107 1.090
23 C 0.503 -6.129 8.022  C24 1.478, C36 1.534, H71 1.090, H137 1.090
24 C 1.140 -7.154 8.874  N6 1.175, C23 1.478
25 C 0.878 7.801 4.223  N3 1.162, C29 1.500
26 C -7.236 -2.766 -1.567  N8 1.177, C52 1.430
27 C 1.176 11.613 4.982  C30 1.511, H75 1.090, H80 1.090, H82 1.090
28 C -6.833 4.182 -3.704  C48 1.506, H76 1.090, H90 1.090, H104 1.090
29 C 0.968 9.080 5.002  C25 1.500, C30 1.532, H125 1.090, H139 1.090
30 C 0.993 10.359 4.159  C27 1.511, C29 1.532, H133 1.090, H136 1.090
31 C 2.029 -0.473 -5.713  C41 1.537, H65 1.090, H79 1.090, H138 1.090
32 C -1.075 -0.386 -0.083  C19 1.517, H91 1.090, H99 1.090, H118 1.090
33 C 4.534 7.455 -0.126  C18 1.510, C46 1.552, H70 1.090, H88 1.090
34 C -6.336 -6.343 4.636  N4 1.158, C57 1.484
35 C 1.312 -0.033 1.857  N2 1.170, C53 1.485
36 C 1.511 -5.214 7.314  C23 1.534, C42 1.537, H68 1.090, H73 1.090
37 C -0.888 -5.826 0.284  C45 1.522, C58 1.546, H113 1.090, H143 1.090
38 C 1.574 -3.248 -7.130  N10 1.181, C17 1.477
39 C -4.930 -4.202 4.707  C44 1.529, C57 1.545, H81 1.090, H100 1.090
40 C -3.476 -1.231 -8.226  N9 1.162, C50 1.439
41 C 2.323 -0.786 -7.188  C17 1.559, C31 1.537, H87 1.090, H129 1.090
42 C 2.602 -4.539 8.161  C36 1.537, H106 1.090, H134 1.090, H135 1.090
43 C 0.926 -4.872 -1.158  N5 1.175, C45 1.462
44 C -5.070 -4.220 6.229  C39 1.529, H85 1.090, H122 1.090, H142 1.090
45 C -0.102 -5.902 -1.018  C37 1.522, C43 1.462, H111 1.090, H116 1.090
46 C 5.071 6.878 1.211  C33 1.552, C49 1.465, H67 1.090, H124 1.090
47 C 8.683 1.986 -2.665  C56 1.472, C59 1.554, H69 1.090, H84 1.090
48 C -5.867 4.220 -2.550  C28 1.506, C60 1.541, H63 1.090, H78 1.090
49 C 5.088 5.416 1.301  N7 1.187, C46 1.465
50 C -4.325 -1.189 -7.065  C13 1.555, C40 1.439, H101 1.090, H114 1.090
51 C 7.268 -1.895 4.007  N11 1.167, C16 1.484
52 C -8.426 -1.974 -1.598  C26 1.430, C55 1.493, H72 1.090, H92 1.090
53 C 1.000 0.888 0.735  C19 1.536, C35 1.485, H97 1.090, H110 1.090
54 C 6.149 2.561 -3.169  C59 1.546, H115 1.090, H117 1.090, H127 1.090
55 C -8.792 -1.463 -2.952  C15 1.523, C52 1.493, H62 1.090, H119 1.090
56 C 9.080 3.284 -2.096  N1 1.157, C47 1.472
57 C -5.290 -5.519 3.982  C34 1.484, C39 1.545, H102 1.090, H130 1.090
58 C 0.014 -5.840 1.540  C37 1.546, H86 1.090, H98 1.090, H103 1.090
59 C 7.518 2.065 -3.690  C47 1.554, C54 1.546, H112 1.090, H141 1.090
60 C -6.269 3.307 -1.375  C20 1.472, C48 1.541, H74 1.090, H108 1.090
61 H 7.773 -4.450 3.566  C21 1.090
62 H -9.724 -0.903 -3.011  C55 1.090
63 H -5.737 5.253 -2.229  C48 1.090
64 H -2.419 0.545 -4.672  C14 1.090
65 H 2.892 -0.594 -5.059  C31 1.090
66 H 8.710 -4.483 2.081  C21 1.090
67 H 6.114 7.150 1.378  C46 1.090
68 H 0.960 -4.419 6.810  C36 1.090
69 H 8.362 1.329 -1.856  C47 1.090
70 H 5.227 7.082 -0.880  C33 1.090
71 H -0.140 -6.721 7.371  C23 1.090
72 H -9.222 -2.448 -1.024  C52 1.090
73 H 1.880 -5.855 6.513  C36 1.090
74 H -5.991 2.304 -1.700  C60 1.090
75 H 0.245 11.814 5.512  C27 1.090
76 H -7.816 4.346 -3.262  C28 1.090
77 H 6.746 -3.366 0.864  C22 1.090
78 H -4.886 3.835 -2.829  C48 1.090
79 H 1.220 -1.056 -5.272  C31 1.090
80 H 1.372 12.474 4.342  C27 1.090
81 H -5.583 -3.413 4.333  C39 1.090
82 H 2.048 11.551 5.632  C27 1.090
83 H -4.375 -1.059 -4.930  C13 1.090
84 H 9.557 1.541 -3.140  C47 1.090
85 H -4.961 -3.240 6.694  C44 1.090
86 H -0.536 -5.582 2.445  C58 1.090
87 H 1.394 -0.563 -7.714  C41 1.090
88 H 4.656 8.537 -0.077  C33 1.090
89 H 2.960 -2.478 -8.486  C17 1.090
90 H -6.784 3.229 -4.231  C28 1.090
91 H -1.145 -0.975 0.832  C32 1.090
92 H -8.177 -1.092 -1.007  C52 1.090
93 H -2.896 -1.802 -5.561  C13 1.090
94 H -0.489 1.644 -0.597  C19 1.090
95 H -8.938 -1.999 -5.037  C15 1.090
96 H -3.510 1.313 -5.772  C14 1.090
97 H 1.376 1.842 1.105  C53 1.090
98 H 0.781 -5.073 1.431  C58 1.090
99 H -0.492 -0.876 -0.862  C32 1.090
100 H -3.931 -3.824 4.491  C39 1.090
101 H -5.092 -0.441 -7.267  C50 1.090
102 H -5.577 -5.271 2.960  C57 1.090
103 H 0.505 -6.798 1.716  C58 1.090
104 H -6.666 5.077 -4.304  C28 1.090
105 H 6.269 -1.201 2.338  C16 1.090
106 H 3.364 -4.171 7.474  C42 1.090
107 H 5.804 -3.628 2.214  C22 1.090
108 H -5.702 3.548 -0.476  C60 1.090
109 H 3.538 -2.610 -6.923  C17 1.090
110 H 1.640 0.609 -0.102  C53 1.090
111 H 0.519 -6.788 -1.154  C45 1.090
112 H 7.319 1.107 -4.170  C59 1.090
113 H -1.401 -4.865 0.254  C37 1.090
114 H -4.860 -2.138 -7.092  C50 1.090
115 H 5.396 2.877 -3.890  C54 1.090
116 H -0.734 -5.752 -1.893  C45 1.090
117 H 5.705 1.835 -2.488  C54 1.090
118 H -2.074 -0.331 -0.516  C32 1.090
119 H -7.971 -0.801 -3.227  C55 1.090
120 H 2.883 6.011 -0.611  C18 1.090
121 H -1.076 1.462 0.989  C19 1.090
122 H -4.406 -4.961 6.675  C44 1.090
123 H 2.811 7.541 -1.428  C18 1.090
124 H 4.484 7.293 2.030  C46 1.090
125 H 0.179 9.122 5.753  C29 1.090
126 H -2.156 0.529 -6.430  C14 1.090
127 H 6.238 3.472 -2.577  C54 1.090
128 H 7.329 -5.456 2.184  C21 1.090
129 H 3.139 -0.187 -7.591  C41 1.090
130 H -4.408 -6.154 3.899  C57 1.090
131 H -9.652 -3.114 -3.870  C15 1.090
132 H 7.992 -1.501 2.099  C16 1.090
133 H 1.836 10.239 3.478  C30 1.090
134 H 2.204 -3.663 8.671  C42 1.090
135 H 3.102 -5.145 8.917  C42 1.090
136 H 0.096 10.458 3.548  C30 1.090
137 H -0.176 -5.538 8.636  C23 1.090
138 H 1.626 0.539 -5.661  C31 1.090
139 H 1.875 9.016 5.604  C29 1.090
140 H -7.868 -3.085 -4.070  C15 1.090
141 H 7.829 2.662 -4.548  C59 1.090
142 H -6.115 -4.445 6.445  C44 1.090
143 H -1.678 -6.559 0.443  C37 1.090
144 H 2.507 7.387 0.345  C18 1.090

Computed properties:
relative energy (zero: lowest compared OMol25 entry of this formula, charge and spin)	3.8216	eV
HOMO level	-11.18	eV
SMILES string	CCCC#N.CCCC#N.CCCC#N.CCCC#N.CCCC#N.CCCC#N.CCCC#N.CCCC#N.CCCC#N.CCCC#N.CCCC#N.CCCC#N
Kohn-Sham gap	10.9	eV
LUMO	-0.010	Ha